(1)
12
Properties=species:S:1:pos:R:3:lowdin_charge:R:1 method="wB97M-V/def2-TZVPD" lumo_energy_ev="4.7 / 4.7" energy_ha=-157.04910 homo_lumo_gap_ha="0.1834 / 0.1774" total_charge=-1 spin_multiplicity=2 relative_energy_ev=2.0129
C -0.94 0.49 -0.02 -0.463
C 0.54 0.67 0.19 -0.222
C 1.22 -0.37 1.02 -0.181
C -1.00 -0.38 -1.26 -0.257
H -1.52 1.40 -0.14 0.054
H 1.15 1.06 -0.62 0.053
H 1.93 -0.92 0.41 0.052
H 0.46 -1.08 1.34 0.046
H 1.71 -0.05 1.95 0.044
H -0.23 -0.49 -2.02 -0.095
H -1.98 -0.35 -1.76 -0.088
H -1.33 0.01 0.89 0.058

=====

(2)
14
Properties=species:S:1:pos:R:3:lowdin_charge:R:1 method="wB97M-V/def2-TZVPD" lumo_energy_ev="-0.7 / -0.7" energy_ha=-344.84271 homo_lumo_gap_ha="0.2107 / 0.0966" relative_energy_ev=0.0000
O -1.56 -1.29 -0.36 -0.511
C -0.91 -0.09 -0.64 -0.575
C 0.53 -0.14 -1.20 0.059
Rb -2.54 -2.34 2.26 0.614
Li -0.64 -3.43 -2.03 0.294
H 1.06 -1.01 -0.72 0.068
H -1.55 0.53 -1.30 0.114
C 0.92 1.04 -0.14 -0.555
C -0.45 0.90 0.56 -0.115
O 2.04 0.95 0.62 -0.436
H 0.90 2.01 -0.70 0.119
H -1.11 1.76 0.79 0.092
H -0.25 0.47 1.55 0.085
Li 3.56 0.65 1.30 0.746

=====

(3)
41
Properties=species:S:1:pos:R:3:lowdin_charge:R:1 method="wB97M-V/def2-TZVPD" lumo_energy_ev=-0.2 energy_ha=-1544.34858 homo_lumo_gap_ha=0.2697
C -0.67 4.65 1.08 -0.095
C 0.05 3.34 1.47 -0.248
C -0.65 2.01 1.10 -0.173
C -0.05 0.90 1.70 -0.145
N 1.38 0.86 1.18 0.026
C 2.37 1.06 2.21 -0.631
S 2.26 1.49 3.87 0.518
N 3.61 0.78 1.33 0.022
N 3.23 0.47 0.10 0.105
C 1.80 0.44 0.07 -0.364
C 1.07 -0.01 -0.87 -0.249
C 0.89 0.96 -1.99 -0.152
S -0.32 0.42 -3.38 0.868
C -0.44 -1.28 -2.26 -0.332
C 0.41 -1.12 -1.24 -0.262
C 0.33 -2.25 -0.12 -0.051
C -0.24 -3.48 -0.96 -0.247
H 0.55 -3.87 -1.57 0.101
C -1.39 -3.49 -1.66 -0.375
C -2.60 -2.86 -0.56 0.016
H -3.41 -2.80 -1.19 0.024
H -2.36 -1.83 -0.14 0.086
H -2.59 -3.56 0.31 0.076
C -1.32 -2.39 -2.61 -0.195
H -0.42 -2.98 -3.64 0.223
H -2.20 -2.11 -3.23 0.123
H -1.86 -4.17 -2.12 0.068
H -0.15 -4.50 -0.10 0.198
H -0.23 -2.03 0.78 0.100
H 1.37 -2.43 0.07 0.111
H 1.19 1.87 -2.16 -0.014
H 4.57 0.90 1.56 0.126
H -0.03 0.91 2.87 0.127
H -0.64 0.14 1.40 0.074
H -1.70 2.31 1.54 0.174
H -0.65 1.90 0.18 0.023
H 0.33 3.47 2.56 0.119
H 0.92 3.35 1.33 -0.037
H -0.65 4.64 0.03 0.035
H 0.01 5.54 1.54 0.120
H -1.77 4.77 1.49 0.105